ClH40O24 | the ωB97M-V functional and the def2-TZVPD basis

The gap between HOMO and LUMO is 0.316 hartree. As for the LUMO energy: 0.07648 Ha. The calculation puts the energy above the lowest of the compared OMol25 structures with the same formula, charge and spin at 55.9 kJ/mol. As for the total charge: -1.

Last column: Löwdin charge in e.
Atoms and positions in Å:
Cl -0.52 2.48 -1.02  0.86
O 0.36 2.24 0.16  -0.34
O -0.41 1.30 -1.92  -0.35
O -1.92 2.54 -0.54  -0.30
O -0.09 3.70 -1.72  -0.33
O 0.62 0.56 2.37  -0.04
H 0.18 -0.25 2.44  0.00
H 0.23 0.94 1.58  -0.03
O -2.98 -0.37 -1.92  -0.04
H -2.50 -0.54 -2.73  -0.02
H -2.37 -0.39 -1.19  -0.02
O -2.76 5.56 0.19  -0.04
H -2.06 5.79 0.80  0.04
H -2.31 5.41 -0.62  -0.02
O -2.65 4.70 -2.63  -0.04
H -1.99 4.26 -3.20  -0.02
H -3.39 4.43 -3.13  0.02
O -2.37 1.50 2.41  -0.05
H -2.81 1.26 3.24  0.08
H -2.93 2.15 1.99  0.00
O 3.20 2.23 1.10  -0.02
H 3.91 2.81 0.80  0.07
H 3.46 1.97 1.98  0.06
O 1.46 2.60 -3.87  -0.03
H 0.90 3.07 -3.25  -0.02
H 1.85 3.15 -4.53  0.02
O -1.77 -0.49 0.60  -0.04
H -2.02 0.28 1.09  0.00
H -2.15 -1.24 1.04  0.08
O -0.77 3.82 1.98  -0.08
H 0.17 3.75 1.72  0.00
H -1.13 2.93 2.07  -0.02
O -2.09 2.12 -3.98  -0.07
H -1.65 2.80 -4.55  0.04
H -1.55 1.91 -3.20  -0.01
O 1.07 -1.04 -3.48  -0.03
H 1.38 -1.86 -3.16  0.02
H 0.11 -1.13 -3.54  0.00
O -3.87 3.92 1.92  -0.07
H -3.69 4.58 2.65  0.10
H -3.28 4.09 1.22  -0.05
O -0.61 4.37 -4.39  -0.06
H -0.09 3.84 -5.01  0.07
H -1.21 4.91 -4.88  0.07
O -4.36 2.24 -2.05  -0.04
H -4.46 1.71 -2.82  0.03
H -3.47 2.11 -1.78  -0.04
O 1.92 4.56 1.07  -0.05
H 2.21 3.64 1.06  -0.03
H 2.39 4.99 1.78  0.03
O 2.45 1.10 -1.64  -0.09
H 1.62 1.08 -2.12  -0.04
H 2.28 1.57 -0.79  0.01
O -1.62 -0.64 -4.41  -0.05
H -1.53 0.31 -4.52  0.02
H -1.50 -1.08 -5.26  0.07
O 0.73 -0.87 -0.52  -0.09
H -0.14 -0.77 -0.06  -0.01
H 0.77 -0.44 -1.38  -0.04
O -5.06 1.15 0.40  -0.07
H -4.50 1.79 -0.10  0.01
H -5.47 1.66 1.08  0.01
O 0.20 6.45 -1.29  -0.06
H -0.15 5.58 -1.56  -0.01
H -0.31 6.99 -1.88  0.02

C29H64N5O4PbSbSi | the ωB97M-V functional and the def2-TZVPD basis

The gap between HOMO and LUMO (spin up / spin down) is 0.229 / 0.190 hartree. As for the LUMO energy (spin up / spin down): -0.46153 / -0.50116 Ha. The calculation puts the energy above the lowest of the compared OMol25 structures with the same formula, charge and spin at 12.9 kJ/mol. As for the total charge: +4.

Last column: Löwdin charge in e.
Atoms and positions in Å:
Pb -0.29 1.42 0.48  1.34
N 2.37 2.90 -4.11  0.25
C 1.99 2.98 -2.65  -0.28
C 3.13 2.38 -1.84  -0.08
C 3.04 2.61 -0.33  -0.32
N 2.15 1.61 0.33  -0.01
C 2.69 4.06 0.01  -0.09
C 1.53 4.65 -0.79  -0.35
N 0.22 4.09 -0.35  -0.03
C 1.74 4.45 -2.29  -0.09
H 2.52 1.93 -4.41  0.17
H 3.24 3.41 -4.29  0.19
H 1.66 3.31 -4.72  0.19
H 1.07 2.39 -2.54  0.14
H 4.06 2.84 -2.17  0.15
H 3.21 1.30 -2.03  0.12
H 4.05 2.42 0.05  0.15
H 2.39 1.63 1.33  0.09
H 2.40 0.65 0.05  0.05
H 3.57 4.67 -0.18  0.15
H 2.48 4.14 1.08  0.13
H 1.53 5.73 -0.62  0.16
H -0.51 4.39 -1.00  0.09
H -0.02 4.54 0.53  0.08
H 2.61 5.04 -2.58  0.15
H 0.88 4.84 -2.84  0.14
N -0.21 -1.29 2.87  0.31
C 0.03 -0.28 3.65  -0.28
C 0.20 -0.48 5.06  0.10
C 0.44 0.61 5.87  0.02
C 0.49 1.86 5.29  0.06
C 0.31 1.99 3.88  -0.08
N 0.08 0.98 3.08  0.01
H -0.19 -2.24 3.24  0.13
H -0.16 -1.23 1.84  0.08
H 0.16 -1.49 5.47  0.15
H 0.59 0.49 6.94  0.15
H 0.67 2.75 5.89  0.14
H 0.36 2.97 3.42  0.13
C -5.04 2.14 -2.30  -0.17
C -5.41 2.53 -0.87  -0.39
Sb -4.54 1.29 0.64  1.59
C -4.49 2.49 2.42  -0.42
C -5.92 2.90 2.78  -0.15
C -5.81 -0.43 0.89  -0.38
C -6.19 -1.05 -0.45  -0.16
H -5.44 2.89 -2.99  0.09
H -5.47 1.18 -2.59  0.07
H -3.96 2.08 -2.45  0.06
H -6.48 2.45 -0.68  0.08
H -5.08 3.54 -0.63  0.06
H -3.85 3.34 2.18  0.05
H -4.01 1.89 3.19  0.05
H -6.39 3.49 1.99  0.08
H -5.88 3.53 3.67  0.10
H -6.55 2.04 3.01  0.08
H -6.67 0.00 1.41  0.07
H -5.30 -1.12 1.55  0.06
H -6.67 -0.34 -1.12  0.07
H -6.92 -1.85 -0.26  0.10
H -5.34 -1.50 -0.95  0.08
C 3.78 -2.36 2.05  -0.01
C 3.83 -1.87 0.61  -0.61
C 4.92 -0.82 0.45  -0.02
C 4.08 -3.04 -0.33  -0.01
O 2.56 -1.22 0.30  -0.15
Si 1.14 -1.83 -0.27  -0.02
O 0.17 -0.52 -0.15  -0.54
O 0.64 -2.97 0.77  -0.12
C -0.22 -4.15 0.70  -0.60
C -1.64 -3.71 0.39  -0.02
C 0.29 -5.12 -0.36  0.00
C -0.15 -4.81 2.06  -0.01
O 1.30 -2.39 -1.76  -0.08
C 0.91 -2.03 -3.09  -0.62
C -0.61 -1.99 -3.18  -0.02
C 1.48 -3.08 -4.03  0.00
C 1.50 -0.66 -3.41  -0.04
H 4.69 -2.90 2.30  0.11
H 2.93 -3.03 2.18  0.08
H 3.68 -1.52 2.74  0.08
H 5.89 -1.23 0.70  0.11
H 4.73 0.04 1.10  0.08
H 4.96 -0.47 -0.59  0.09
H 5.08 -3.45 -0.16  0.11
H 4.01 -2.73 -1.37  0.09
H 3.35 -3.84 -0.16  0.09
H -1.70 -3.26 -0.60  0.08
H -1.99 -2.97 1.13  0.07
H -2.32 -4.56 0.42  0.10
H 0.52 -4.60 -1.29  0.07
H -0.47 -5.88 -0.56  0.11
H 1.20 -5.62 -0.02  0.10
H -0.51 -4.15 2.86  0.07
H 0.87 -5.11 2.30  0.10
H -0.78 -5.70 2.07  0.11
H -1.02 -2.99 -3.02  0.10
H -0.93 -1.65 -4.17  0.10
H -1.02 -1.32 -2.42  0.07
H 1.06 -4.06 -3.80  0.10
H 2.56 -3.14 -3.92  0.10
H 1.24 -2.84 -5.06  0.11
H 1.13 0.07 -2.68  0.05
H 1.21 -0.35 -4.42  0.10
H 2.59 -0.70 -3.35  0.10